Below is a molecular structure, C45H49I2MoN2OP2S2Si, with properties calculated with ωB97M-V/def2-TZVPD.

Geometry (Å):
Mo1 0.27 0.14 0.71
I1 5.68 0.72 0.45
C1 4.37 2.19 1.15
I2 2.46 1.63 2.03
H1 4.11 2.88 0.35
H2 4.82 2.71 1.99
C2 -1.60 1.63 3.08
N1 -2.11 1.91 1.70
P1 -0.81 2.62 0.77
C3 -1.52 3.48 -0.64
C4 -0.67 3.86 -1.66
C5 -1.11 4.74 -2.64
C6 -2.41 5.23 -2.59
C7 -3.25 4.88 -1.55
C8 -2.81 4.01 -0.56
C9 -0.26 4.06 1.73
C10 -1.20 4.71 2.53
C11 -0.90 5.93 3.09
C12 0.32 6.54 2.84
C13 1.23 5.94 1.98
C14 0.94 4.70 1.42
P2 -2.30 0.42 0.83
C15 -3.47 -0.57 1.80
C16 -3.71 -1.88 1.40
C17 -4.76 -2.59 1.96
C18 -5.59 -1.99 2.90
C19 -5.38 -0.67 3.26
C20 -4.33 0.05 2.71
C21 -3.26 0.61 -0.67
C22 -4.48 1.29 -0.66
C23 -5.31 1.21 -1.77
C24 -4.94 0.43 -2.86
C25 -3.75 -0.28 -2.85
C26 -2.91 -0.19 -1.75
H3 -1.67 2.53 3.69
H4 -0.54 1.33 3.08
H5 -2.18 0.84 3.54
H6 0.35 3.49 -1.71
H7 -0.45 5.03 -3.44
H8 -2.75 5.91 -3.36
H9 -4.25 5.28 -1.50
H10 -3.45 3.77 0.27
H11 -2.18 4.28 2.68
H12 -1.63 6.43 3.72
H13 0.54 7.50 3.27
H14 2.16 6.43 1.74
H15 1.64 4.27 0.72
H16 -3.11 -2.34 0.63
H17 -4.95 -3.61 1.64
H18 -6.41 -2.55 3.32
H19 -6.05 -0.19 3.96
H20 -4.22 1.09 2.97
H21 -4.79 1.85 0.20
H22 -6.25 1.74 -1.78
H23 -5.59 0.37 -3.72
H24 -3.48 -0.89 -3.70
H25 -1.98 -0.74 -1.74
C27 6.11 -6.15 -1.31
C28 5.17 -5.20 -0.64
C29 3.81 -5.48 -0.52
C30 2.95 -4.61 0.12
C31 3.45 -3.43 0.66
C32 4.81 -3.13 0.56
C33 5.65 -4.00 -0.09
S1 2.30 -2.46 1.56
C34 3.29 -1.89 2.94
O1 1.98 -1.16 0.76
H26 5.58 -6.97 -1.79
H27 6.80 -6.57 -0.57
H28 6.71 -5.64 -2.05
H29 3.42 -6.41 -0.93
H30 1.90 -4.85 0.22
H31 5.21 -2.23 1.01
H32 6.70 -3.78 -0.15
H33 3.71 -2.76 3.42
H34 2.62 -1.37 3.62
H35 4.07 -1.22 2.58
S2 -1.18 -3.81 2.61
C35 -0.92 -4.04 0.95
C36 -0.58 -2.88 0.34
N2 -0.52 -1.81 1.21
C37 -0.82 -2.17 2.44
H36 -1.04 -5.01 0.49
H37 -0.33 -2.74 -0.70
H38 -0.86 -1.48 3.27
C38 2.48 1.43 -1.70
Si1 0.95 0.36 -1.79
C39 -0.29 1.11 -2.97
C40 1.38 -1.37 -2.35
C41 0.43 -2.17 -3.01
C42 0.79 -3.38 -3.59
C43 2.12 -3.79 -3.54
C44 3.07 -3.01 -2.90
C45 2.70 -1.82 -2.30
H39 2.78 1.64 -2.73
H40 3.31 0.94 -1.20
H41 2.29 2.39 -1.21
H42 0.25 1.85 -3.57
H43 -1.15 1.60 -2.53
H44 -0.65 0.35 -3.66
H45 -0.59 -1.83 -3.11
H46 0.05 -3.97 -4.10
H47 2.40 -4.72 -4.02
H48 4.10 -3.33 -2.88
H49 3.46 -1.24 -1.79

Output
E_HOMO (spin up / spin down)	-0.57981 / -0.57604	Ha
⟨S²⟩	2.05
E_LUMO (spin up / spin down)	-0.3289 / -0.3252	Ha
2S+1	3
Kohn-Sham gap (spin up / spin down)	0.2509 / 0.2508	Ha
E_tot	-118646.4856	eV
total charge	+3